Record 1
{
  "formula": "C36H87FNO16P2Si",
  "method": "wB97M-V/def2-TZVPD",
  "symbols": ["C", "C", "O", "C", "C", "O", "C", "C", "C", "F", "O", "P", "C", "P", "N", "O", "O", "O", "C", "C", "C", "O", "Si", "C", "C", "C", "C", "C", "O", "O", "C", "C", "O", "H", "H", "H", "H", "H", "H", "H", "H", "H", "H", "H", "H", "H", "H", "H", "H", "H", "H", "H", "H", "H", "H", "H", "H", "H", "H", "H", "H", "H", "H", "H", "H", "H", "H", "H", "H", "H", "H", "H", "C", "C", "C", "O", "H", "H", "H", "H", "H", "H", "H", "H", "C", "C", "C", "O", "H", "H", "H", "H", "H", "H", "H", "H", "C", "C", "C", "O", "H", "H", "H", "H", "H", "H", "H", "H", "C", "C", "C", "O", "H", "H", "H", "H", "H", "H", "H", "H", "C", "C", "C", "O", "H", "H", "H", "H", "H", "H", "H", "H", "C", "C", "C", "O", "H", "H", "H", "H", "H", "H", "H", "H"],
  "coordinates": [[7.58335, -0.51210, 1.58803], [6.42548, -0.69639, 2.71929], [5.46404, 0.37873, 2.66285], [4.48654, 0.15733, 1.58169], [3.04373, 0.65059, 2.14700], [1.95410, -0.23517, 1.81161], [1.33270, -0.82733, 2.96976], [2.40834, -1.81620, 3.69433], [3.01930, -2.91188, 2.69739], [2.56599, -4.26566, 2.99038], [0.94191, -0.00264, 4.07971], [-0.76362, 0.28485, 4.27105], [-0.19198, 1.39034, 5.75635], [-0.95577, 1.99924, 2.89536], [-1.83630, 3.22871, 3.48997], [0.56812, 2.66316, 2.49168], [-1.77060, 1.52111, 1.43529], [-1.15467, -0.66890, 2.84206], [-0.04323, -1.53248, 2.41016], [-0.45897, -2.92848, 3.13910], [-2.05458, -3.13703, 3.21819], [-2.46181, -4.49222, 3.52914], [-2.41149, -5.55414, 2.17107], [-0.75218, -6.51606, 1.96851], [-3.74673, -6.92559, 2.52322], [-2.87813, -4.78738, 0.48744], [-0.28405, -1.48828, 0.80194], [0.66383, -2.46825, -0.01670], [0.88684, -3.66804, 0.30553], [1.31620, -2.05880, -1.25293], [0.49838, -1.14378, -1.97938], [-0.94060, -1.45494, -2.59260], [0.93755, 0.03027, -2.13345], [7.26755, 0.27611, 0.81827], [8.53256, -0.12634, 2.10227], [7.73068, -1.55595, 1.12577], [5.97097, -1.74233, 2.68617], [6.97540, -0.61182, 3.73003], [4.82531, 0.86786, 0.73444], [4.48114, -0.91788, 1.20028], [3.19425, 0.84433, 3.25806], [2.83414, 1.64456, 1.59851], [1.94369, -2.34536, 4.61080], [3.29635, -1.21862, 4.12927], [4.16032, -2.92799, 2.88905], [2.89260, -2.64189, 1.59380], [-0.77673, -0.84377, 5.17992], [-2.18640, 0.40579, 4.54391], [0.95727, 1.34372, 5.80270], [-0.66906, 1.02285, 6.73128], [-0.45331, 2.49410, 5.60869], [-2.63419, 3.34130, 2.84270], [0.38817, 3.41930, 1.87572], [-2.65190, 1.15252, 1.65928], [-0.10996, -2.79523, 4.23376], [0.11526, -3.82795, 2.73815], [-2.40366, -2.49144, 4.11073], [-2.61437, -2.68517, 2.31073], [-0.98215, -7.47296, 1.37145], [-0.34862, -6.77124, 3.00417], [-0.00471, -5.89098, 1.35567], [-3.94600, -7.53786, 1.56292], [-4.72134, -6.43719, 2.89888], [-3.36205, -7.56840, 3.38713], [-2.20812, -5.30245, -0.30713], [-3.95663, -5.03628, 0.15785], [-2.68679, -3.66999, 0.37419], [-0.22738, -0.39189, 0.49836], [-1.38440, -1.80997, 0.65366], [-0.91469, -1.21792, -3.70627], [-1.66416, -0.69777, -2.11095], [-1.33002, -2.49653, -2.34025], [8.35240, 4.48670, 0.96622], [7.05831, 3.91105, 0.41207], [5.88721, 4.85174, 0.64981], [6.79243, 2.65699, 1.03473], [8.28024, 4.63878, 2.04807], [9.18291, 3.79540, 0.79868], [8.59302, 5.44342, 0.49483], [7.16832, 3.72476, -0.66002], [5.72972, 5.01642, 1.72053], [4.96254, 4.42064, 0.25711], [6.05387, 5.81945, 0.16884], [6.69294, 2.80977, 1.98458], [-6.63378, -4.47991, -1.37621], [-5.71108, -4.11438, -2.52840], [-6.45179, -4.12962, -3.85656], [-4.62611, -5.03956, -2.58028], [-7.03777, -5.48958, -1.50477], [-6.08670, -4.47642, -0.42990], [-7.46795, -3.77759, -1.30030], [-5.28407, -3.12237, -2.35679], [-6.84925, -5.12709, -4.07063], [-5.77494, -3.87668, -4.67707], [-7.28078, -3.41682, -3.85441], [-4.99294, -5.92105, -2.73196], [-2.53546, -5.47472, -5.19038], [-3.34052, -6.19431, -6.26060], [-2.45785, -6.62813, -7.42041], [-4.36720, -5.32866, -6.74465], [-2.07100, -4.56841, -5.59380], [-3.18446, -5.15858, -4.36878], [-1.74984, -6.11923, -4.78743], [-3.83142, -7.06923, -5.82521], [-1.99126, -5.76200, -7.90104], [-3.05156, -7.13354, -8.18724], [-1.66991, -7.30699, -7.08428], [-3.94246, -4.55137, -7.13184], [-0.62047, 7.05084, 2.36942], [0.77611, 6.58195, 2.74332], [1.78331, 7.71818, 2.65856], [1.17268, 5.52971, 1.86617], [-0.64500, 7.42249, 1.33900], [-1.33054, 6.22095, 2.42415], [-0.96111, 7.84781, 3.03593], [0.76723, 6.17358, 3.75726], [1.84238, 8.11324, 1.63847], [2.78482, 7.36388, 2.91862], [1.51561, 8.53413, 3.33290], [1.18391, 5.88020, 0.96538], [3.81461, 12.54372, 3.93243], [2.52055, 11.98103, 3.36565], [1.35559, 12.93056, 3.59760], [2.23933, 10.72644, 3.98122], [3.73504, 12.69224, 5.01431], [4.64050, 11.84635, 3.76887], [4.06690, 13.50012, 3.46679], [2.63761, 11.79796, 2.29400], [1.19097, 13.09243, 4.66786], [0.43059, 12.50864, 3.19563], [1.53417, 13.89854, 3.12188], [2.13377, 10.87693, 4.93022], [-3.68504, -3.14820, -10.34852], [-4.96779, -3.73092, -10.92105], [-6.14738, -2.79731, -10.69835], [-5.23445, -4.98740, -10.30354], [-3.77303, -2.99775, -9.26731], [-2.84828, -3.83424, -10.50537], [-3.44360, -2.18964, -10.81522], [-4.84202, -3.91524, -11.99159], [-6.32030, -2.63485, -9.62956], [-7.06404, -3.23342, -11.10429], [-5.97988, -1.82820, -11.17580], [-5.34731, -4.83552, -9.35457]],
  "forces_ev_per_a": [[-0.6349, -0.4170, 0.4850], [1.7113, 0.6281, 0.3170], [-0.2578, -2.0642, -0.6318], [-0.2981, 1.1538, -0.1381], [1.3204, 1.1381, -1.1333], [0.1739, 0.5402, 1.7531], [0.0076, -1.6942, 1.6859], [-0.0877, -0.8703, -0.4483], [1.3595, 0.3556, 0.7588], [0.3606, 1.9636, -0.5927], [0.7949, -0.7162, -3.6130], [-0.0293, -0.8422, 2.7841], [0.2502, 1.1004, 0.2238], [-0.8199, 3.5996, -0.8407], [0.2503, -1.3000, -1.0988], [-2.0802, -1.0030, -0.9438], [0.7739, 0.3699, 0.8777], [2.2332, -0.6910, 0.1863], [-2.1480, -0.1460, 0.5120], [0.8803, 0.1274, 0.4754], [0.0762, 1.9487, 0.8825], [0.5511, -0.1780, -2.3080], [-0.4486, -0.8431, 0.5977], [0.1533, 0.2113, -0.3596], [-0.3272, 0.2668, 0.4249], [0.0252, 0.0132, -1.4602], [0.3269, -0.1152, 0.2041], [0.3755, -4.0282, 0.6968], [-0.8587, 4.9993, -1.0455], [-3.0525, 0.7711, 0.6767], [1.3142, 4.7634, -0.4905], [0.0660, -0.0610, 1.0011], [-1.4916, -4.7693, 0.3395], [0.4010, -1.3559, 1.0766], [-1.2594, -0.7210, -0.9034], [0.1765, 1.7773, 0.4275], [0.2708, 1.4595, -0.1645], [-1.1242, -0.0676, -1.3663], [-0.6782, -1.3081, 1.1178], [-0.0155, 1.3143, 0.6699], [-0.5874, -0.3178, -1.4457], [0.1007, -1.5144, 1.1850], [0.5883, 0.8539, -1.6446], [-1.5616, -0.5989, -0.8957], [-1.7737, -0.2640, -0.3336], [-0.2830, -0.7257, 1.6042], [-0.0832, -0.2318, -0.3405], [0.2632, 0.5282, -0.5294], [-1.8556, -0.0700, 0.1915], [0.6740, 0.4364, -1.3411], [0.1338, -1.4230, 0.2274], [0.4252, 0.1041, 0.5449], [0.2831, -0.4230, 0.9597], [0.9750, 0.2327, 0.1221], [-0.5872, -0.2780, -1.7538], [-0.9150, 1.1221, 0.3090], [0.5117, -1.0453, -1.4812], [0.9768, -0.9703, 1.2790], [0.3772, 1.2974, 0.9614], [-0.3008, 0.2411, -1.4749], [-0.9170, -0.9715, 1.1168], [0.3028, 0.8191, 1.6749], [1.3619, -0.7795, -0.7325], [-0.5781, 0.5476, -1.3149], [-0.9890, 0.8105, 1.2282], [1.6501, 0.5506, 0.6716], [-0.3544, -1.4376, 0.1457], [0.1836, -1.5464, 0.2443], [1.8381, 0.2387, 0.1369], [0.0868, -0.5638, 1.5237], [1.2659, -1.0964, -0.6759], [0.6613, 1.2903, -0.6065], [0.2944, -0.0303, -0.1421], [-0.1093, 0.2303, 0.6705], [-0.2207, 0.0374, -0.2077], [0.1088, -0.0232, -0.2932], [-0.1208, 0.0718, -0.0675], [-0.0769, 0.0548, -0.0586], [0.0060, -0.0310, 0.0650], [-0.0352, -0.1836, 0.1118], [0.1166, 0.0233, -0.0417], [0.1058, 0.0341, -0.0053], [-0.0278, -0.0244, 0.0540], [-0.1162, -0.1773, -0.1406], [0.0502, 0.1254, 0.2902], [-0.5041, -0.5200, -0.1004], [0.0920, 0.2486, -0.2324], [0.2216, 0.1004, 0.0516], [-0.0339, 0.0722, -0.1310], [-0.0561, 0.0874, -0.0839], [0.0285, -0.0718, 0.0096], [0.1724, -0.1761, 0.0055], [-0.0372, 0.0400, 0.1103], [-0.0528, -0.0157, 0.0800], [0.0168, -0.0673, -0.0021], [0.0113, 0.1736, 0.0451], [-0.1516, 0.0165, 0.3318], [0.6845, 0.4436, -0.1752], [-0.1161, -0.3027, -0.1969], [-0.4649, 0.0247, -0.1267], [0.0753, -0.1247, -0.1261], [0.1044, -0.1168, -0.0778], [-0.0105, 0.0770, -0.0313], [-0.1746, 0.1593, -0.0964], [0.0366, 0.0106, 0.1500], [0.0361, -0.0008, 0.0898], [-0.0210, 0.0720, -0.0343], [0.0575, -0.1633, 0.1616], [-0.3309, -0.1765, 0.1086], [-0.0794, 0.4288, -0.4699], [0.1585, -0.0517, 0.2450], [0.1118, -0.3386, -0.1010], [0.1353, 0.1106, 0.0467], [0.1187, 0.0132, 0.1321], [0.0148, -0.0156, -0.0624], [0.0216, -0.2051, -0.2020], [-0.1431, 0.0289, 0.0175], [-0.0934, 0.0065, 0.0493], [0.0742, -0.0322, -0.1336], [-0.0198, 0.0188, 0.1937], [0.2873, -0.0367, -0.1417], [-0.0590, 0.2516, 0.6628], [-0.2360, 0.0460, -0.2155], [0.0154, -0.0977, -0.1502], [-0.1139, 0.0759, -0.0651], [-0.0873, 0.0621, -0.0600], [0.0039, -0.0382, 0.0652], [-0.0484, -0.1993, 0.1249], [0.1434, 0.0349, -0.0288], [0.1159, 0.0303, -0.0317], [-0.0327, -0.0322, 0.0604], [0.0247, -0.0077, -0.1718], [0.2899, -0.0448, -0.1720], [-0.0905, 0.1977, 0.6920], [-0.2202, 0.0612, -0.2117], [0.0118, -0.1460, -0.1996], [-0.1246, 0.0971, -0.0585], [-0.0830, 0.0576, -0.0598], [0.0116, -0.0346, 0.0873], [-0.0328, -0.1770, 0.1181], [0.1418, 0.0329, -0.0311], [0.1148, 0.0306, -0.0301], [-0.0353, -0.0307, 0.0625], [0.0317, -0.1201, -0.1170]],
  "lowdin_charge": [-0.086, -0.262, -0.218, -0.134, -0.130, -0.101, -0.404, -0.043, -0.137, -0.117, -0.306, 0.419, -0.265, 0.616, -0.265, -0.250, -0.287, -0.404, -0.284, -0.068, -0.243, -0.247, 0.468, -0.194, -0.210, -0.172, 0.011, -0.292, 0.056, 0.044, -0.399, 0.001, 0.058, 0.062, 0.070, 0.074, 0.093, 0.119, 0.121, 0.123, 0.136, 0.129, 0.133, 0.126, 0.099, 0.108, 0.013, 0.012, 0.041, 0.035, 0.012, -0.063, 0.039, 0.053, 0.113, 0.094, 0.126, 0.106, 0.041, 0.044, 0.029, 0.040, 0.037, 0.031, 0.058, 0.024, 0.018, 0.125, 0.129, 0.092, 0.104, 0.086, -0.069, -0.493, -0.061, -0.073, 0.081, 0.077, 0.076, 0.139, 0.084, 0.082, 0.077, 0.094, -0.061, -0.491, -0.062, -0.077, 0.083, 0.065, 0.081, 0.141, 0.084, 0.068, 0.079, 0.094, -0.056, -0.492, -0.063, -0.069, 0.083, 0.053, 0.086, 0.139, 0.079, 0.080, 0.080, 0.074, -0.064, -0.486, -0.068, -0.070, 0.077, 0.071, 0.077, 0.146, 0.079, 0.079, 0.056, 0.091, -0.068, -0.497, -0.068, -0.065, 0.080, 0.080, 0.078, 0.140, 0.080, 0.081, 0.078, 0.094, -0.064, -0.501, -0.067, -0.058, 0.073, 0.080, 0.080, 0.138, 0.082, 0.079, 0.078, 0.074],
  "e_lumo_ev": 1.782,
  "homo_energy_ev": -4.65,
  "homo_lumo_gap_ha": 0.2364,
  "charge": -1
}

***

Record 2
{
  "formula": "C4H40NO14",
  "method": "wB97M-V/def2-TZVPD",
  "symbols": ["C", "C", "C", "C", "N", "H", "H", "H", "H", "H", "H", "H", "H", "H", "H", "H", "H", "H", "H", "O", "H", "H", "O", "H", "H", "O", "H", "H", "O", "H", "H", "O", "H", "H", "O", "H", "H", "O", "H", "H", "O", "H", "H", "O", "H", "H", "O", "H", "H", "O", "H", "H", "O", "H", "H", "O", "H", "H", "O"],
  "coordinates": [[0.79166, 2.44169, 0.63592], [1.42816, 1.43793, 1.58783], [1.37852, 1.98262, 3.04214], [-0.01018, 1.77340, 3.69205], [0.24508, 1.81840, -0.57637], [0.22565, 3.27968, 1.07718], [1.55861, 3.21868, 0.44168], [1.01704, 0.41517, 1.52287], [2.50433, 1.31769, 1.37263], [2.11709, 1.43125, 3.62135], [1.43674, 3.06132, 3.00063], [-0.68850, 1.14340, 3.08505], [-0.42659, 2.69607, 4.10465], [0.04322, 1.06747, 4.54486], [-0.59874, 1.24344, -0.34104], [0.89775, 1.03608, -0.85715], [-0.03407, 2.42898, -1.35243], [4.21631, -0.27558, -1.72220], [2.75413, -0.08872, -1.22513], [3.44900, -0.74543, -1.37952], [-0.39095, 0.14487, -2.50999], [0.54930, -0.97743, -2.62010], [0.41504, -0.20665, -2.05692], [-0.36246, -2.87161, 2.78596], [-1.75252, -2.87227, 2.61807], [-0.98340, -2.93495, 2.02727], [-0.47429, -0.92778, -0.70117], [-1.01273, -1.81934, 0.50256], [-0.83322, -0.91107, 0.20361], [1.72233, -1.78153, 4.27543], [1.66629, -2.13961, 2.84220], [1.07043, -1.80105, 3.56006], [-2.43734, 0.34029, 0.54240], [-3.29576, -0.78398, 1.13633], [-3.35662, 0.04429, 0.65386], [-2.65614, 2.50432, 1.19191], [-2.38294, 2.94637, -0.29315], [-2.02855, 2.46496, 0.46130], [2.36315, -2.63340, -2.64151], [1.83767, -3.82086, -3.42341], [1.54622, -3.12325, -2.82498], [-1.45252, 1.99263, -3.84372], [-2.26483, 1.73600, -2.56117], [-1.33140, 1.84418, -2.89881], [2.25077, 3.38543, -3.27284], [0.80593, 3.50321, -3.21590], [1.54398, 3.31966, -2.61572], [-0.56112, -2.29882, -3.33490], [-1.83445, -2.54322, -2.51547], [-1.32386, -1.85618, -2.95617], [-3.62403, 0.64214, -1.29395], [-4.52881, 0.99047, -2.33863], [-3.61521, 0.65276, -2.28718], [2.44527, -2.12015, 0.99548], [2.70755, -3.51399, 1.46071], [2.89158, -2.59831, 1.71405], [-0.41526, -4.18457, -0.06045], [-2.03847, -4.35253, -0.33498], [-1.16385, -4.12259, -0.64514]],
  "forces_ev_per_a": [[1.4778, 2.3262, 0.7233], [0.4981, -0.0331, 0.8528], [-1.7138, -1.0260, -0.5902], [-0.0993, -1.6736, 0.8175], [0.0122, -1.4653, 0.9460], [-1.4881, -1.5700, 0.2065], [0.5703, -1.0999, -1.2778], [-0.3151, 0.5003, 0.1076], [-0.3207, 0.1151, -0.3873], [0.2826, 0.7095, 0.0724], [1.1975, 0.2282, 0.1647], [-0.0358, 1.0188, -0.2982], [-0.2974, -0.2204, -0.4499], [0.4063, 0.5561, -0.0478], [0.6619, 0.8439, 0.1998], [-0.7456, 1.4966, -0.5269], [0.6237, -0.3150, 0.0636], [-0.0850, 0.0878, 0.0768], [0.3822, -0.1486, -0.2915], [-0.3737, -0.1340, 0.0865], [0.4456, 0.2564, 0.4669], [0.5194, -0.2975, 0.3916], [-0.1198, 0.0016, -1.2382], [0.7453, 0.2783, -0.7522], [-0.5224, -0.1420, -0.8116], [-0.3121, -0.2632, 1.8063], [-0.1570, -0.4201, 0.1077], [0.1759, 0.2423, -0.0202], [0.2849, 0.3275, -0.0124], [-0.4614, 0.0831, 0.2394], [-0.4413, 0.2967, 0.3398], [0.8392, -0.3268, -0.2449], [-0.2456, -0.5606, 0.1918], [0.0359, -0.0544, -0.1596], [-0.2525, 0.6089, -0.0217], [-0.2020, 0.0928, -0.2175], [-0.3796, 0.1417, 0.2802], [-0.0537, 0.0238, -0.0726], [-0.1345, 0.0510, 0.1292], [-0.1778, -0.0517, 0.0030], [0.3278, 0.2751, -0.0731], [0.0435, -0.0809, 0.0119], [0.5940, -0.4393, -0.5483], [-0.5842, 0.4583, 0.2769], [0.4256, -0.0812, 0.4899], [-0.3086, -0.0427, 0.4341], [-0.1027, 0.1912, -0.9963], [0.0027, -0.6142, -0.0260], [0.1847, -0.1070, 0.0654], [-0.4777, 0.1320, -0.3153], [0.6792, -0.8190, -0.4858], [0.2264, -0.1591, -0.9140], [-1.2060, 0.8766, 1.7901], [0.4233, 0.1795, 0.0511], [0.3054, -0.0686, 0.2326], [-0.5930, -0.1812, -0.6896], [-0.5712, -0.3472, 0.9016], [0.4884, -0.3012, 0.9841], [-0.0821, 0.6445, -2.0422]],
  "lowdin_charge": [-0.199, -0.195, -0.224, -0.104, 0.123, 0.126, 0.135, 0.097, 0.114, 0.106, 0.097, 0.070, 0.071, 0.070, 0.106, 0.122, 0.100, 0.055, 0.014, -0.039, 0.054, 0.037, -0.105, 0.033, 0.071, -0.070, 0.004, 0.007, -0.078, 0.061, -0.002, -0.085, -0.008, 0.045, -0.072, 0.082, 0.070, -0.038, 0.031, 0.060, -0.043, 0.076, 0.031, -0.074, 0.059, 0.043, -0.047, 0.021, 0.048, -0.042, 0.038, 0.081, -0.058, 0.052, 0.075, -0.030, 0.023, 0.048, -0.042],
  "e_lumo_ev": -2.460,
  "homo_energy_ev": -13.38,
  "homo_lumo_gap_ha": 0.4013,
  "charge": 1
}